No. 1
Below is C5H4BiO2 as an isolated structure in a non-equilibrium geometry, with properties calculated with the ωB97M-V functional and the def2-TZVPD basis.

The value obtained for the molecular weight is 305.065 g mol⁻¹. Its orbital gap is 5.1 eV. As for the total charge: +3. For the energy above the lowest of the compared OMol25 structures with the same formula, charge and spin, the calculation gives 0.0000 eV. Its HOMO energy is -22.14 eV.

Last column: Mulliken charge in e.
Positions of all 12 atoms, in Å:
O (-1.5523, -0.0765, -3.0436)  0.02
C (-1.3138, 0.3344, -2.0239)  0.82
C (-1.0618, 0.8691, -0.7707)  -0.58
C (-1.1879, 0.0571, 0.2890)  0.20
C (-1.5235, -0.6375, 1.3250)  -0.33
H (-0.7063, 1.9047, -0.7349)  0.40
H (-2.5146, -0.5211, 1.7733)  0.31
H (-0.7566, -1.1635, 1.9017)  0.17
C (2.4426, -0.4828, 0.5897)  0.00
O (2.2237, 0.4051, -0.2705)  -0.09
Bi (4.2214, -0.1633, -0.4820)  1.69
H (1.7290, -0.5258, 1.4469)  0.39


No. 2
Below is one molecule with the formula C5H4Br2OS in a non-equilibrium geometry, with properties calculated with the ωB97M-V functional and the def2-TZVPD basis.

The value obtained for the molecular weight is 271.961 g mol⁻¹. Its orbital gap is 8.7 eV. As for the total charge: 0. For the energy above the lowest of the compared OMol25 structures with the same formula, charge and spin, the calculation gives 1.1854 eV. Its HOMO energy is -8.15 eV.

Last column: Mulliken charge in e.
Positions of all 13 atoms, in Å:
C (1.5721, -1.1795, -0.8218)  -0.52
C (1.1750, -0.5554, 0.3578)  -0.24
C (-0.0256, 0.0911, 0.3025)  0.79
C (0.7152, -0.9081, -1.8428)  0.09
C (-1.8176, 1.3127, 1.1947)  -0.83
O (-0.5337, 0.7415, 1.3146)  -0.34
S (-0.6786, -0.0538, -1.3481)  -0.14
Br (2.4371, -0.8216, 1.7244)  -0.17
Br (0.9132, -1.6370, -3.5426)  -0.11
H (2.5240, -1.5196, -0.9708)  0.49
H (-2.5149, 0.5624, 1.0991)  0.40
H (-1.7976, 2.0016, 0.3741)  0.37
H (-1.9686, 1.9656, 2.1590)  0.21


No. 3
Below is C5H4CdLiO6 as an isolated structure in a non-equilibrium geometry, with properties calculated with the ωB97M-V functional and the def2-TZVPD basis.

The value obtained for the molecular weight is 279.434 g mol⁻¹. Its orbital gap (alpha / beta) is 4.9 / 4.9 eV. As for the total charge: +2. Its expectation value of S² is 0.753. Its multiplicity is 2. Its HOMO energy (alpha / beta) is -15.33 / -15.32 eV.

Last column: Mulliken charge in e.
Positions of all 17 atoms, in Å:
O (5.4821, 4.4511, -1.6450)  -0.10
C (4.5684, 3.7835, -1.4897)  0.66
O (3.6284, 3.1133, -1.3026)  -0.20
O (1.1178, 0.3855, -0.5073)  -0.45
Cd (2.0626, 2.0099, -0.8399)  1.25
O (-3.0666, 0.5253, 1.9144)  -0.83
C (-2.6044, -0.2285, 1.0276)  1.02
O (-2.9382, -0.1746, -0.1798)  -0.85
O (-1.7368, -1.1761, 1.4471)  -0.34
C (-1.2194, -2.1070, 0.5132)  -0.64
C (0.2817, -1.7775, 0.0949)  -0.22
C (0.2372, -0.3205, -0.0891)  0.36
Li (-4.1772, 1.2395, 0.4562)  0.89
H (-2.0043, -2.3135, -0.2255)  0.36
H (-1.1812, -3.1496, 0.8603)  0.37
H (0.5003, -2.2442, -0.8794)  0.35
H (1.0497, -2.0165, 0.8447)  0.36


No. 4
Below is one molecule with the formula C5H4Cl2S in a non-equilibrium geometry, with properties calculated with the ωB97M-V functional and the def2-TZVPD basis.

The value obtained for the molecular weight is 167.060 g mol⁻¹. Its orbital gap is 7.9 eV. As for the total charge: 0. For the energy above the lowest of the compared OMol25 structures with the same formula, charge and spin, the calculation gives 0.2800 eV. Its HOMO energy is -8.97 eV.

Last column: Mulliken charge in e.
Positions of all 12 atoms, in Å:
C (-0.4765, -0.5755, -0.7532)  0.80
C (0.1066, -0.9624, 0.5873)  -0.99
C (0.7182, 0.2532, 1.1419)  -0.37
C (0.5044, 1.3112, 0.3390)  -0.47
C (-0.2392, 0.9457, -0.8381)  -0.07
H (-0.7061, -1.3074, 1.2078)  0.36
H (0.8960, -1.7122, 0.5012)  0.34
H (1.2017, 0.2252, 2.1130)  0.42
H (0.7249, 2.3052, 0.5549)  0.52
S (-0.7149, 1.9270, -2.0432)  -0.21
Cl (0.2467, -1.4949, -2.0770)  -0.15
Cl (-2.2618, -0.9152, -0.7338)  -0.18


Copy entry 3 word for word.
Below is C5H4CdLiO6 as an isolated structure in a non-equilibrium geometry, with properties calculated with the ωB97M-V functional and the def2-TZVPD basis.

The value obtained for the molecular weight is 279.434 g mol⁻¹. Its orbital gap (alpha / beta) is 4.9 / 4.9 eV. As for the total charge: +2. Its expectation value of S² is 0.753. Its multiplicity is 2. Its HOMO energy (alpha / beta) is -15.33 / -15.32 eV.

Last column: Mulliken charge in e.
Positions of all 17 atoms, in Å:
O (5.4821, 4.4511, -1.6450)  -0.10
C (4.5684, 3.7835, -1.4897)  0.66
O (3.6284, 3.1133, -1.3026)  -0.20
O (1.1178, 0.3855, -0.5073)  -0.45
Cd (2.0626, 2.0099, -0.8399)  1.25
O (-3.0666, 0.5253, 1.9144)  -0.83
C (-2.6044, -0.2285, 1.0276)  1.02
O (-2.9382, -0.1746, -0.1798)  -0.85
O (-1.7368, -1.1761, 1.4471)  -0.34
C (-1.2194, -2.1070, 0.5132)  -0.64
C (0.2817, -1.7775, 0.0949)  -0.22
C (0.2372, -0.3205, -0.0891)  0.36
Li (-4.1772, 1.2395, 0.4562)  0.89
H (-2.0043, -2.3135, -0.2255)  0.36
H (-1.1812, -3.1496, 0.8603)  0.37
H (0.5003, -2.2442, -0.8794)  0.35
H (1.0497, -2.0165, 0.8447)  0.36


Which formula does entry 3 have?
C5H4CdLiO6